[1]
The molecule C16H25N5O2. Source: the OMol25 dataset; level of theory: the ωB97M-V functional and the def2-TZVPD basis.

```
! wB97M-V def2-TZVPD RIJCOSX def2/J DEFGRID3
* xyz 0 1
H -2.596 -2.327 1.575
H -0.028 3.410 2.775
C 0.686 3.345 1.950
C 1.907 -0.958 0.982
O 2.432 1.374 -1.075
H -1.916 -1.651 -3.839
H 0.387 -3.093 1.520
H -2.550 -5.084 2.905
N -0.139 -3.137 0.660
C 0.686 -0.230 -1.096
H 2.061 1.917 1.139
C -0.341 1.040 -3.333
C 1.407 2.670 -3.235
H 0.715 3.510 -3.176
H 0.618 -1.271 2.691
H 2.613 -0.211 0.617
C -2.120 -0.636 -3.500
N 0.907 -1.114 -0.045
H -1.803 -3.864 -0.283
H 1.393 4.170 2.059
H -2.957 -0.658 -2.802
H 0.657 3.415 -0.202
N -0.951 -0.097 -2.844
H 2.141 2.074 2.895
C -1.364 -3.914 0.716
O -0.772 1.628 -4.303
H 2.307 2.877 -2.661
H -2.350 0.008 -4.347
C 1.406 0.907 -1.549
H 2.439 -1.907 1.115
C -2.328 -3.364 1.727
H -0.160 0.764 1.383
H -0.045 0.954 3.129
N -0.902 -1.834 -1.157
C 1.460 2.029 2.041
N 0.791 1.482 -2.670
H -3.498 -3.618 3.451
H -0.819 2.751 0.501
C -0.434 -0.714 -1.749
C -0.074 -2.046 -0.140
H -0.518 4.485 0.565
H -1.104 -4.949 0.953
C -0.046 3.507 0.622
H 2.115 -0.404 3.040
C 0.542 0.821 2.216
H 1.653 2.497 -4.282
C 1.302 -0.503 2.317
C -2.811 -4.050 2.745
*
```

The calculation puts the LUMO energy at 0.706 eV. The HOMO energy comes out at -7.75 eV. For the HOMO-LUMO gap, the calculation gives 8.46 eV.

Atom charges from the Mulliken analysis, given in e for atoms 1 to 8:
1 H 0.2650
2 H 0.3136
3 C -0.7133
4 C -1.2427
5 O -0.7538
6 H 0.3221
7 H 0.3071
8 H 0.2610


[2]
A structure of composition C16H25NO3ReSbSe4. Source: the OMol25 dataset; level of theory: the ωB97M-V functional and the def2-TZVPD basis.

```
! wB97M-V def2-TZVPD RIJCOSX def2/J DEFGRID3
* xyz 2 1
Se -2.709 -0.791 -1.349
C -1.444 0.148 2.218
H 2.589 -0.284 -4.372
H 2.262 -3.245 1.263
H 2.237 -1.263 -2.250
H -1.516 -0.791 2.739
H -2.726 3.271 2.314
C 0.614 -1.906 1.316
H -2.413 1.426 4.775
C -0.413 -3.030 1.508
Sb -3.133 -3.000 -3.080
Se -0.099 -2.851 -2.353
H -1.593 4.712 0.710
Re -0.418 -0.818 -1.468
C 2.837 1.651 -1.477
C 3.084 0.390 -3.669
H 1.498 -0.306 2.517
H 4.015 -0.054 -3.313
O 1.814 -0.516 -1.804
H -1.365 -2.670 1.894
C 2.186 0.710 -2.486
H 0.055 1.631 -0.452
Se -3.693 -4.600 -1.529
C -3.005 1.113 3.912
H 1.661 -2.904 -0.342
C -0.676 0.259 1.047
H 3.810 1.255 -1.189
H 0.296 -1.255 3.402
C 1.868 -2.452 0.628
O 0.776 2.382 -3.582
C -0.646 1.489 0.362
H -2.058 3.872 -0.767
H -3.884 1.753 3.863
H -0.599 -3.560 0.575
N -0.035 -0.830 0.453
C -1.386 2.582 0.798
H -0.354 4.061 -0.370
C 0.856 1.344 -3.013
H -3.329 0.087 4.084
C -1.340 3.880 0.056
H -0.010 -3.748 2.223
C -2.153 2.428 1.949
H 1.866 -1.935 3.058
O -0.265 0.583 -2.725
H 2.637 -1.688 0.532
H 2.224 1.765 -0.583
H 3.327 1.308 -4.202
C 1.078 -1.302 2.652
H 2.975 2.632 -1.929
C -2.189 1.228 2.666
Se -3.114 -2.162 -5.208
*
```

The calculation puts the LUMO energy (spin up / spin down) at -9.915 / -9.885 eV. The HOMO energy (spin up / spin down) comes out at -14.71 / -14.69 eV. For the HOMO-LUMO gap (spin up / spin down), the calculation gives 4.79 / 4.80 eV.

Atom charges from the Mulliken analysis, given in e for atoms 1 to 8:
1 Se -0.0639
2 C -0.2577
3 H 0.5108
4 H 0.6465
5 H 0.3399
6 H 0.3237
7 H 0.5070
8 C 0.8461


[3]
A cluster of 3 separate species, C16H26BClO2 in total. Source: the OMol25 dataset; level of theory: the ωB97M-V functional and the def2-TZVPD basis.

```
! wB97M-V def2-TZVPD RIJCOSX def2/J DEFGRID3
* xyz 0 1
H -0.397 -1.813 -2.216
H 4.390 -0.441 3.454
H 6.137 -0.570 3.160
C -6.347 -0.648 -4.014
Cl 2.529 1.568 2.421
H 5.109 -1.967 6.549
O -4.073 -0.658 -4.680
C 5.930 -1.822 5.838
H -6.622 0.412 -4.030
C -4.888 -0.698 -5.860
H 6.542 -0.070 6.994
H -6.289 -2.270 -5.418
H 4.705 0.630 5.562
H -0.807 2.122 2.715
H -7.060 -0.819 -6.081
C 5.358 -0.610 3.930
C -0.620 1.671 -0.834
C -6.261 -1.176 -5.428
H 1.634 3.903 1.619
C -0.642 0.513 -1.891
H 7.553 -0.432 5.585
C 6.526 -0.434 5.965
C -4.919 -0.805 -3.531
C 5.637 0.376 5.047
C -0.374 1.241 0.643
H 6.096 1.301 4.694
H -4.429 -1.354 -6.602
H -1.963 0.665 -3.670
C -0.149 -1.364 0.065
O 5.386 -1.919 4.515
H -0.762 2.760 -1.132
B 1.269 2.805 1.890
H -4.932 0.317 -6.271
C -0.883 0.951 -3.416
H -0.113 0.414 -4.075
H -4.647 -0.062 -2.777
H 0.026 -0.378 2.232
C -0.327 2.449 1.731
H -7.069 -1.178 -3.390
C -0.143 -0.217 1.104
H 0.047 -2.437 0.398
C -0.410 -0.970 -1.435
H -0.777 2.079 -3.534
H 6.668 -2.612 5.991
H -4.748 -1.803 -3.114
H -0.890 3.348 1.297
*
```

The calculation puts the LUMO energy at 0.169 eV. The HOMO energy comes out at -8.32 eV. For the HOMO-LUMO gap, the calculation gives 8.49 eV.

Atom charges from the Mulliken analysis, given in e for atoms 1 to 8:
1 H 0.3029
2 H 0.0507
3 H 0.2651
4 C -0.5347
5 Cl -0.1081
6 H 0.2622
7 O -0.3558
8 C -0.4258


Calculated ΔE to the lowest compared entry with this formula, charge and spin, 14.5, 0.0, 103.4 kcal per mole (same order as the records).